*P*
A 3-piece molecular cluster, C8H16O overall, computed with ωB97M-V with the def2-TZVPD basis set.

Each line ends with the Löwdin charge.
Cartesian coordinates (Å):
C: 0.076 1.041 1.128  -0.476
C: 0.356 -0.599 -0.939  -0.322
C: -0.450 -0.832 0.103  -0.123
C: 0.894 -1.521 0.128  -0.076
C: -0.231 0.626 2.544  -0.073
C: -0.860 2.058 0.545  -0.051
C: 0.865 0.369 -1.924  -0.046
C: -0.874 -2.113 -2.028  0.009
O: 1.393 1.510 1.003  -0.015
H: 1.990 0.874 1.418  0.098
H: -1.479 -0.954 0.398  0.117
H: 1.393 -1.453 1.097  0.086
H: 1.135 -2.506 -0.270  0.087
H: 0.435 -0.171 2.890  0.075
H: -0.870 2.982 1.143  0.090
H: -1.261 0.275 2.637  0.082
H: -0.102 1.469 3.242  0.086
H: -0.555 2.347 -0.463  0.073
H: -1.883 1.675 0.514  0.086
H: 1.430 -0.152 -2.701  0.085
H: 0.048 0.921 -2.392  0.085
H: 1.554 1.068 -1.441  0.082
H: -0.089 -2.452 -2.701  0.007
H: -1.258 -2.935 -1.428  0.020
H: -1.657 -1.526 -2.502  0.014

Results
- Kohn-Sham gap (alpha / beta) (eV) = 7.346 / 7.344
- spin multiplicity = 1

*Q*
C8H16O as an isolated structure, computed with ωB97M-V with the def2-TZVPD basis set.

Each line ends with the Löwdin charge.
Cartesian coordinates (Å):
C: 0.995 -1.334 0.135  -0.171
C: 0.859 -2.125 1.427  -0.136
C: 0.775 0.906 0.609  -0.165
C: 1.661 1.614 -0.152  0.010
H: 2.022 -0.984 0.021  0.087
H: 0.997 -2.011 -0.721  0.074
H: 0.988 0.666 1.647  0.116
H: -0.051 -2.731 1.444  0.068
H: 1.708 -2.808 1.544  0.070
H: 0.834 -1.464 2.295  0.064
H: 2.713 1.616 0.108  0.052
H: 1.364 2.234 -0.988  0.048
C: -1.289 1.895 -0.562  -0.031
C: -0.880 -0.763 -1.771  -0.093
C: -0.716 0.752 0.285  -0.550
C: -0.771 -0.654 -0.284  -0.156
O: -1.453 0.716 1.519  -0.025
H: -1.330 1.571 1.956  0.100
H: -1.401 -1.335 0.284  0.126
H: -1.148 2.857 -0.057  0.091
H: -2.355 1.728 -0.735  0.091
H: -0.804 1.992 -1.534  0.074
H: -0.030 -0.202 -2.210  0.097
H: -0.876 -1.805 -2.103  0.080
H: -1.811 -0.334 -2.157  0.081

Results
- Kohn-Sham gap (eV) = 9.362
- spin multiplicity = 1

Which one is the most stable? From the structures above, *Q*.